# 1
Formula: F3HOSi
Source: the OMol25 dataset
Level of theory: the ωB97M-V functional and the def2-TZVPD basis

Geometry as XYZ:
```
6
Properties=species:S:1:pos:R:3:forces:R:3
O 2.79848 0.57147 0.08487 -0.099 -0.224 -0.057
F -1.04959 -1.81411 0.34720 -0.060 -2.078 0.374
F -1.55255 -0.12935 -1.47645 -0.261 0.071 -0.935
F -1.52359 0.49486 0.93279 -0.403 1.108 0.982
Si -0.79983 -0.37623 -0.13033 0.872 0.904 -0.420
H 2.12709 1.25337 0.24191 -0.049 0.219 0.055
```
Forces are in eV/Å.

As for the relative energy (zero: lowest compared OMol25 entry of this formula, charge and spin): 139.1 kcal per mole. The calculation puts the orbital gap (alpha / beta) at 10.396 / 7.733 eV. The value obtained for the electronic energy is -18094.7756 eV. The value obtained for the LUMO energy (alpha / beta) is -0.08830 / -0.08287 Ha.

Mulliken atomic charges, in units of e:
1 O -0.35
2 F -0.17
3 F -0.20
4 F -0.19
5 Si 0.59
6 H 0.32

---

# 2
Formula: C26H29NO4
Source: the OMol25 dataset
Level of theory: the ωB97M-V functional and the def2-TZVPD basis

Geometry as XYZ:
```
60
Properties=species:S:1:pos:R:3:forces:R:3
C 2.94119 5.61452 -2.97664 0.258 0.404 -0.106
H 3.71985 5.64751 -2.21198 -0.068 0.019 -0.089
O 2.31793 4.35202 -3.03737 -0.146 -0.270 0.153
C 1.57917 3.86774 -1.99870 -0.091 -0.172 -0.084
C 0.92346 2.67347 -2.28150 0.197 0.279 0.058
C 0.13821 2.02923 -1.34559 -0.053 0.088 0.099
C -0.01720 2.57539 -0.08162 -0.123 0.009 -0.091
C 0.63318 3.76738 0.21188 0.031 0.060 -0.020
C 1.42734 4.42804 -0.71566 0.124 0.155 -0.015
O 2.07889 5.60501 -0.43446 -0.080 -0.378 -0.365
C 1.90976 6.18767 0.83252 -0.019 0.096 0.210
H 0.86153 6.43647 1.02762 0.039 -0.027 0.005
H 2.49736 7.10455 0.80922 -0.057 -0.049 0.065
H 2.28667 5.53971 1.63068 -0.038 0.020 -0.027
H 0.50756 4.18411 1.19882 0.015 0.100 0.113
C -0.80786 1.86621 0.98151 0.268 -0.053 0.123
H -1.52641 1.18945 0.51863 -0.070 -0.004 0.034
H -1.34935 2.58589 1.59701 -0.052 -0.006 0.005
C 0.12786 1.05916 1.88790 -0.241 -0.004 0.262
N 0.79152 0.02376 1.13051 0.013 0.336 -0.090
C 1.04139 -1.19964 1.62927 0.463 0.145 -0.489
O 0.77952 -1.50797 2.77816 -0.125 -0.234 0.452
C 1.66283 -2.16272 0.63088 -0.113 -0.193 0.078
H 2.37438 -2.80410 1.15255 0.033 0.102 0.015
H 2.20300 -1.59145 -0.12665 -0.002 -0.048 0.001
C 0.61671 -3.04381 -0.08971 0.084 0.204 -0.039
C 0.05679 -4.20474 0.70869 0.142 -0.221 -0.009
C -0.80719 -5.06997 0.03998 -0.007 -0.026 0.057
C -1.35011 -6.16620 0.68038 -0.030 -0.012 -0.123
C -1.03331 -6.42275 2.00446 0.001 -0.036 0.137
C -0.17714 -5.57091 2.67683 -0.088 -0.155 0.071
C 0.36636 -4.46785 2.03724 0.126 0.041 -0.079
H 1.00964 -3.80761 2.59698 0.060 0.091 -0.002
H 0.07282 -5.75896 3.71050 0.014 -0.017 0.090
H -1.45431 -7.28073 2.50731 -0.037 -0.064 0.046
H -2.01945 -6.82362 0.14504 -0.050 -0.056 -0.043
H -1.05527 -4.87196 -0.99369 -0.037 0.024 -0.098
C -0.49580 -2.19450 -0.67858 0.082 -0.180 -0.051
C -0.39670 -1.79644 -2.00747 -0.093 0.070 0.022
C -1.38091 -1.03757 -2.60876 -0.002 0.003 -0.174
C -2.49825 -0.66975 -1.87726 0.122 -0.073 0.023
C -2.62993 -1.04374 -0.55272 0.007 -0.100 0.221
C -1.61847 -1.80374 0.05728 -0.080 0.139 -0.401
O -1.82107 -2.11172 1.36127 -0.051 0.108 0.011
H -1.05677 -2.56087 1.74938 -0.096 0.013 0.045
C -3.83452 -0.67076 0.25517 0.065 -0.043 0.012
H -4.43154 0.07771 -0.25954 -0.052 0.039 -0.022
H -3.53333 -0.29227 1.23008 -0.076 0.057 0.079
H -4.44860 -1.55356 0.43032 -0.105 -0.015 0.087
H -3.27687 -0.08117 -2.34008 -0.100 0.070 -0.021
H -1.28276 -0.73927 -3.64151 0.008 0.021 -0.106
H 0.47106 -2.09517 -2.57925 0.102 -0.070 -0.039
H 1.14641 -3.49678 -0.93907 -0.095 0.105 0.112
H 1.01858 0.24897 0.17342 0.073 -0.195 0.024
H 0.87403 1.72655 2.33768 -0.122 -0.037 0.037
H -0.42613 0.56756 2.69165 0.076 0.092 -0.063
H -0.36814 1.11291 -1.61052 -0.071 -0.100 -0.009
H 1.05099 2.26425 -3.27108 0.027 -0.031 -0.145
H 3.39168 5.75383 -3.95955 -0.027 0.019 0.069
H 2.21971 6.41323 -2.79186 0.064 -0.043 -0.017
```
Forces are in eV/Å.

As for the relative energy (zero: lowest compared OMol25 entry of this formula, charge and spin): 3.8 kcal per mole. The calculation puts the orbital gap at 8.755 eV. The value obtained for the electronic energy is -37113.1857 eV. Its SMILES is COc1ccc(CCNC(=O)C[C@@H](c2ccccc2)c2cccc(C)c2O)cc1OC. The value obtained for the LUMO energy is 0.02544 Ha.

Mulliken atomic charges, in units of e:
1 C -0.74
2 H 0.25
3 O -0.48
4 C 0.34
5 C -0.87
6 C 0.23
7 C -0.98
8 C -0.43
9 C 1.24
10 O -0.46
11 C -0.93
12 H 0.35
13 H 0.25
14 H 0.34
15 H 0.50
16 C -0.47
17 H -0.21
18 H 0.50
19 C -0.89
20 N 0.12
21 C 0.48
22 O -0.65
23 C -1.45
24 H 0.59
25 H 0.40
26 C 0.47
27 C -0.87
28 C -0.48
29 C -0.81
30 C -0.39
31 C -1.10
32 C 0.54
33 H 0.33
34 H 0.41
35 H 0.40
36 H 0.39
37 H 0.40
38 C 0.22
39 C -0.19
40 C -1.39
41 C -0.19
42 C 0.36
43 C 1.50
44 O -0.78
45 H 0.26
46 C -1.74
47 H 0.39
48 H 0.34
49 H 0.43
50 H 0.40
51 H 0.37
52 H 0.44
53 H 0.79
54 H 0.11
55 H 0.45
56 H 0.47
57 H 0.44
58 H 0.47
59 H 0.29
60 H 0.28

---

# 3
Formula: C6H12OSi
Source: the OMol25 dataset
Level of theory: the ωB97M-V functional and the def2-TZVPD basis

Geometry as XYZ:
```
20
Properties=species:S:1:pos:R:3:forces:R:3
C 1.52514 1.25521 -0.13764 -2.514 -0.181 2.020
C 0.26674 1.55803 -0.93073 0.559 -2.065 0.975
C 1.74705 -0.25803 -0.13917 1.593 1.298 -0.771
C -0.87606 0.80682 -0.22511 -3.447 2.824 -0.132
C 0.63586 -1.19537 0.02413 -3.718 0.601 -0.013
C -0.72668 -0.58107 0.16205 -0.200 0.215 4.961
O -0.14679 -1.55811 -1.15228 2.969 -2.958 -4.174
Si -2.06257 -1.61245 1.00087 1.706 3.870 1.643
H 2.37043 1.70411 -0.54673 1.521 0.875 -0.574
H 1.33234 1.67221 0.87724 0.437 -0.362 -0.375
H 0.01249 2.57032 -0.88974 -0.207 1.664 -0.290
H 0.48183 1.23224 -1.94066 -0.548 -0.091 -0.522
H 2.23542 -0.30407 -1.08708 0.361 -1.171 -0.976
H 2.50302 -0.50611 0.56507 0.697 -0.292 0.738
H -1.20052 1.46846 0.74588 0.776 -1.220 -1.984
H -1.82181 0.91333 -0.90992 1.447 -0.112 1.160
H 0.83396 -2.09563 0.59688 0.241 -0.114 -0.054
H -1.39317 -2.09979 2.27525 -0.378 -0.218 -0.590
H -2.80800 -2.57954 0.35710 -1.102 -1.671 -1.061
H -2.90867 -0.39056 1.35460 -0.192 -0.892 0.021
```
Forces are in eV/Å.

As for the relative energy (zero: lowest compared OMol25 entry of this formula, charge and spin): 36.6 kcal per mole. The calculation puts the orbital gap (alpha / beta) at 6.271 / 7.563 eV. The value obtained for the electronic energy is -16334.3542 eV. The spin multiplicity is 3. The value obtained for the LUMO energy (alpha / beta) is 0.03517 / -0.08510 Ha.

Mulliken atomic charges, in units of e:
1 C -0.64
2 C -0.89
3 C -1.00
4 C -0.31
5 C 0.04
6 C 0.10
7 O -0.24
8 Si 0.26
9 H 0.40
10 H 0.32
11 H 0.38
12 H 0.32
13 H 0.35
14 H 0.31
15 H 0.26
16 H 0.24
17 H 0.48
18 H -0.11
19 H -0.16
20 H -0.11

---

# 4
Formula: C17H42NO
Source: the OMol25 dataset
Level of theory: the ωB97M-V functional and the def2-TZVPD basis

Geometry as XYZ:
```
61
Properties=species:S:1:pos:R:3:forces:R:3
C -3.08793 -0.24603 -1.71224 0.192 0.077 -0.138
O -2.87792 -1.26413 -2.67219 0.032 -0.228 0.329
C -2.30968 -2.41289 -2.08119 0.080 0.250 0.103
C -3.25361 -3.16308 -1.12583 -0.136 -0.039 -0.091
C -3.26128 -2.73360 0.35250 0.024 0.178 0.008
C -2.19814 -3.35192 1.24541 0.383 -0.141 -0.144
N -0.85448 -2.67725 1.00182 -0.031 -0.542 -0.118
H -4.04902 -0.34105 -1.19167 0.029 0.000 -0.137
H -2.28036 -0.29940 -0.96841 -0.081 0.301 -0.043
H -3.03182 0.71511 -2.22266 -0.140 -0.054 0.035
H -1.98805 -3.06010 -2.89722 -0.111 0.034 0.019
H -1.39850 -2.06342 -1.54980 -0.004 -0.227 -0.135
H -4.26395 -3.01703 -1.51977 0.086 -0.044 -0.021
H -3.06394 -4.23972 -1.21010 0.020 0.078 0.121
H -4.23141 -2.96536 0.79822 0.081 -0.128 -0.023
H -3.16623 -1.64689 0.44079 -0.122 -0.191 -0.040
H -2.40182 -3.22073 2.30721 -0.074 0.040 -0.070
H -2.03920 -4.41297 1.04437 -0.098 0.050 0.049
H -0.94835 -1.65738 1.11038 0.060 -0.213 0.207
H -0.11654 -3.00581 1.62743 -0.111 -0.032 0.008
H -0.54323 -2.82866 0.03812 -0.014 -0.044 0.094
C -2.61590 0.31971 2.02319 -0.187 -0.327 0.049
C -1.19961 0.46788 1.49105 -0.002 0.255 0.204
C -0.11391 0.47100 2.56617 0.031 -0.051 -0.044
C -0.20860 1.63505 3.55468 -0.009 0.015 0.052
C -0.20250 3.01907 2.90565 -0.046 -0.005 -0.035
C 1.04241 3.29922 2.07327 0.050 -0.024 -0.003
H -2.93275 1.12460 2.68472 0.208 0.090 -0.044
H -3.34427 0.26892 1.21111 0.015 0.106 0.042
H -2.70629 -0.60921 2.59946 -0.065 0.050 0.065
H -1.12166 1.37209 0.88360 0.040 -0.090 -0.069
H -0.99095 -0.35781 0.78872 -0.038 0.926 -0.256
H 0.86397 0.48682 2.07680 0.004 0.005 -0.001
H -0.16017 -0.47009 3.13094 -0.006 -0.002 0.052
H 0.63520 1.56303 4.24664 -0.014 -0.009 -0.013
H -1.10831 1.52790 4.16617 0.001 -0.016 -0.010
H -0.28882 3.76727 3.69604 0.011 -0.012 -0.003
H -1.09509 3.14507 2.28420 -0.004 0.004 0.014
H 1.94802 3.18870 2.67423 -0.012 0.000 -0.007
H 1.03153 4.31279 1.67335 -0.009 -0.004 0.013
H 1.12653 2.61680 1.22405 -0.003 0.013 -0.015
C 0.90202 0.41861 -1.26672 -0.029 -0.041 0.105
C 1.71383 0.53905 -2.54780 0.039 0.033 -0.059
C 3.03207 -0.23212 -2.50094 -0.009 -0.033 0.028
C 3.97602 0.18441 -1.36954 0.011 0.005 -0.020
C 4.32293 1.67308 -1.34164 -0.044 0.001 0.041
C 5.00234 2.16274 -2.61361 0.025 -0.006 -0.047
H 1.44687 0.82726 -0.41322 -0.013 0.006 0.016
H -0.05049 0.94655 -1.33258 -0.002 -0.003 -0.063
H 0.68850 -0.63582 -1.03922 0.015 -0.005 -0.045
H 1.91211 1.59677 -2.74094 -0.006 -0.012 0.003
H 1.12228 0.18699 -3.39643 -0.014 -0.016 0.025
H 3.53872 -0.12113 -3.46177 0.005 0.005 0.005
H 2.81746 -1.30261 -2.39993 -0.004 0.013 -0.013
H 4.90015 -0.39378 -1.46242 -0.006 0.007 0.007
H 3.54356 -0.09704 -0.40375 0.000 -0.013 0.002
H 4.97455 1.86039 -0.48463 0.010 0.001 -0.015
H 3.41803 2.26284 -1.15976 0.006 -0.004 -0.003
H 5.91465 1.59543 -2.81120 -0.010 0.004 0.005
H 5.27586 3.21499 -2.53688 0.001 -0.005 0.012
H 4.35517 2.05692 -3.48622 -0.002 0.010 0.009
```
Forces are in eV/Å.

The calculation puts the orbital gap at 10.000 eV. The value obtained for the electronic energy is -21841.2872 eV. Its charge is +1. The value obtained for the LUMO energy is -0.11442 Ha.

Mulliken atomic charges, in units of e:
1 C -0.16
2 O -0.44
3 C 0.14
4 C -0.87
5 C 0.40
6 C -0.77
7 N 0.27
8 H 0.30
9 H -0.21
10 H 0.39
11 H 0.38
12 H -0.25
13 H 0.41
14 H 0.39
15 H 0.33
16 H -0.55
17 H 0.42
18 H 0.43
19 H -1.10
20 H 0.44
21 H 0.50
22 C -1.45
23 C 1.45
24 C -0.50
25 C -1.03
26 C -0.40
27 C -0.77
28 H 0.51
29 H 0.28
30 H 0.23
31 H 0.52
32 H -0.93
33 H 0.24
34 H 0.44
35 H 0.44
36 H 0.33
37 H 0.41
38 H 0.20
39 H 0.32
40 H 0.41
41 H -0.08
42 C -0.19
43 C -0.76
44 C -0.84
45 C -0.71
46 C -0.16
47 C -1.33
48 H -0.12
49 H 0.37
50 H -0.03
51 H 0.38
52 H 0.39
53 H 0.40
54 H 0.35
55 H 0.44
56 H 0.26
57 H 0.41
58 H 0.10
59 H 0.31
60 H 0.40
61 H 0.29